No. 1
This record from OMol25 describes 3 unconnected molecules or ions with the total composition C16H30BF7N2O6. The level of theory is ωB97M-V/def2-TZVPD.

Last column: natural (NBO) charge in e.
Positions of all 62 atoms, in Å:
C (2.2993, 2.5292, -0.4679)  -0.656
C (1.6324, 1.1777, -0.6077)  0.193
F (2.1753, 0.5343, -1.7237)  -0.373
C (1.7730, 0.2615, 0.6173)  0.215
C (3.2239, 0.1798, 1.0624)  -0.631
C (1.2436, -1.1597, 0.3284)  -0.229
N (2.1709, -2.0083, -0.4202)  -0.848
O (1.0461, 0.7807, 1.7345)  -0.540
C (-0.2009, 1.4594, 1.5368)  -0.430
B (-1.3686, 0.5476, 0.9279)  1.095
O (-1.6349, -0.6431, 1.5897)  -0.922
N (-2.1419, 0.8714, -0.2431)  -0.729
C (-2.1776, -0.0817, -1.3477)  -0.404
C (-2.1091, 2.2507, -0.7154)  -0.406
H (1.9112, 3.2227, -1.2161)  0.217
H (2.1271, 2.9485, 0.5242)  0.225
H (3.3733, 2.4280, -0.6327)  0.226
H (0.5715, 1.3093, -0.8357)  0.165
H (3.3532, -0.6424, 1.7706)  0.211
H (3.8794, 0.0188, 0.2070)  0.230
H (3.5029, 1.1020, 1.5738)  0.222
H (0.2981, -1.1031, -0.2173)  0.190
H (1.0001, -1.5740, 1.3126)  0.200
H (1.6744, -2.6410, -1.0307)  0.360
H (2.7414, -2.5569, 0.2087)  0.355
H (-0.0622, 2.4103, 1.0102)  0.174
H (-0.5089, 1.7297, 2.5535)  0.220
H (-2.5774, -0.7822, 1.7227)  0.498
H (-1.1988, -0.2052, -1.8312)  0.177
H (-2.5171, -1.0586, -1.0017)  0.210
H (-2.8752, 0.2724, -2.1114)  0.196
H (-1.2675, 2.4596, -1.3917)  0.173
H (-3.0301, 2.4726, -1.2632)  0.195
H (-2.0674, 2.9401, 0.1276)  0.214
C (-7.3175, 5.1235, 1.6310)  -0.639
C (-6.6120, 5.1857, 2.9656)  -0.078
O (-6.0354, 3.9004, 3.3075)  -0.475
C (-4.8592, 3.6319, 2.7728)  0.696
O (-4.2092, 4.3205, 2.0437)  -0.547
C (-4.3639, 2.2493, 3.2610)  0.900
F (-5.3294, 1.3288, 3.2146)  -0.306
F (-3.9241, 2.3395, 4.5208)  -0.306
F (-3.3559, 1.8388, 2.4904)  -0.307
H (-8.0754, 4.3404, 1.6354)  0.218
H (-7.8053, 6.0774, 1.4313)  0.225
H (-6.6125, 4.9230, 0.8254)  0.224
H (-7.3041, 5.3937, 3.7776)  0.199
H (-5.8231, 5.9362, 2.9722)  0.202
C (3.3941, -4.0809, -3.5086)  -0.643
C (4.1761, -4.2777, -2.2311)  -0.074
O (4.6324, -5.6464, -2.0993)  -0.480
C (5.7450, -5.9518, -2.7429)  0.695
O (6.4202, -5.2340, -3.4177)  -0.543
C (6.1173, -7.4290, -2.4675)  0.897
F (5.0506, -8.2300, -2.5535)  -0.309
F (6.6247, -7.5401, -1.2306)  -0.312
F (7.0311, -7.8478, -3.3365)  -0.300
H (2.5596, -4.7811, -3.5581)  0.212
H (3.0036, -3.0635, -3.5378)  0.232
H (4.0270, -4.2337, -4.3818)  0.225
H (3.5528, -4.1148, -1.3571)  0.192
H (5.0329, -3.6083, -2.1772)  0.205

SMILES = C[C@@H](F)[C@](C)(CN)OCB(O)N(C)C.CCOC(=O)C(F)(F)F.CCOC(=O)C(F)(F)F
charge = 0
E = -52044.7638 eV
HOMO = -8.77 eV

No. 2
This record from OMol25 describes a gas-phase ion, C7H11O3 (charge -1). The level of theory is ωB97M-V/def2-TZVPD.

Last column: natural (NBO) charge in e.
Positions of all 21 atoms, in Å:
C (0.6807, 0.9104, 2.2021)  -0.404
C (0.8404, 0.9810, 0.9118)  -0.120
C (1.1194, 2.3840, 0.3215)  0.743
O (0.2936, 3.2566, 0.6716)  -0.771
O (2.0560, 2.5050, -0.4454)  -0.763
C (0.9524, -0.1495, -0.1029)  0.243
C (0.6436, -1.5986, 0.4004)  -0.645
O (2.2867, -0.1448, -0.6268)  -0.785
C (-0.0378, 0.2736, -1.3333)  -0.434
C (-1.3840, 0.8785, -0.9837)  -0.644
H (0.6692, -0.0745, 2.8706)  0.161
H (0.6756, 1.8151, 2.8115)  0.206
H (1.0639, -2.2180, -0.4673)  0.214
H (-0.4565, -1.5948, 0.3652)  0.208
H (1.1926, -1.9646, 1.3503)  0.219
H (2.4445, 0.8265, -1.0208)  0.515
H (0.4242, 1.1289, -1.8823)  0.226
H (-0.1711, -0.6345, -1.8588)  0.188
H (-1.9681, 0.1023, -0.3657)  0.181
H (-1.2860, 1.8353, -0.3469)  0.262
H (-1.8961, 1.3101, -1.8813)  0.201

SMILES = C=C(C(=O)[O-])[C@](C)(O)CC
charge = -1
E = -13580.1485 eV
ΔE to the lowest compared entry with this formula, charge and spin = 23.6 kJ/mol
HOMO = -4.38 eV

No. 3
This record from OMol25 describes a molecular structure, C10H20AuN2OP. The level of theory is ωB97M-V/def2-TZVPD.

Last column: Löwdin spin population.
Positions of all 35 atoms, in Å:
C (-0.3919, 0.1726, -2.3152)  0.182
C (-1.2005, 1.1729, -1.6498)  0.022
C (-0.3181, 2.0879, -0.9711)  0.146
C (1.0347, 1.6902, -1.2571)  0.079
C (0.9981, 0.5169, -2.0783)  0.089
Au (-0.1077, -0.1649, -0.0584)  0.406
P (-0.0556, -2.4246, 0.4241)  0.324
H (-0.7590, -0.7103, -2.8456)  0.018
H (-2.2857, 1.2148, -1.6510)  0.001
H (-0.6224, 2.9348, -0.3475)  0.009
H (1.8602, -0.0378, -2.4449)  0.008
H (1.9321, 2.1997, -0.9070)  0.004
H (1.1194, -3.0699, -0.0723)  0.102
H (-1.1746, -3.0481, -0.2129)  0.110
H (-0.1482, -2.6948, 1.8257)  0.134
C (-1.9532, -0.0758, 2.2704)  0.045
N (-0.8714, -0.4409, 3.1927)  0.015
C (-1.3061, -0.9860, 4.4767)  0.045
C (0.4152, -0.0022, 2.9811)  0.037
O (0.7492, 0.5810, 1.9015)  0.088
N (1.5231, -0.1280, 3.7612)  0.013
C (1.6600, -0.5154, 5.1364)  0.018
C (2.7384, 0.3223, 3.1074)  0.020
H (-2.9110, -0.3368, 2.7394)  0.005
H (-1.8979, -0.6465, 1.3247)  0.018
H (-1.9405, 0.9975, 2.0342)  0.002
H (-0.7732, -1.9216, 4.6983)  0.025
H (-1.1196, -0.2538, 5.2782)  0.003
H (-2.3830, -1.1948, 4.4307)  0.005
H (2.3965, -1.3242, 5.1565)  0.008
H (2.0661, 0.3507, 5.6723)  0.001
H (0.7071, -0.8264, 5.5512)  0.001
H (3.0247, -0.3044, 2.2456)  0.016
H (2.7007, 1.3560, 2.7330)  0.001
H (3.5520, 0.2614, 3.8273)  0.001

charge = 0
E = -28696.4036 eV
spin multiplicity = 3
HOMO (spin up / spin down) = -2.61 / -7.91 eV

No. 4
This record from OMol25 describes 2 unconnected molecules or ions with the total composition C26H44Cl2IN3O. The level of theory is ωB97M-V/def2-TZVPD.

Last column: Mulliken charge in e.
Positions of all 77 atoms, in Å:
C (-0.8264, 3.9619, -3.7443)  -0.640
C (-1.8902, 4.7505, -4.7582)  -0.433
C (-2.0566, 3.9637, -6.2108)  -0.531
C (-3.6526, 3.8355, -6.6576)  -0.677
C (-4.2580, 2.3039, -6.4350)  -0.468
C (-5.4907, 2.2735, -5.3457)  -0.652
C (-5.5520, 0.8434, -4.4892)  -0.419
C (-5.3485, 1.2660, -2.9081)  -0.645
C (-5.2725, 0.0037, -1.8662)  -0.804
N (-3.8510, -0.6000, -1.7412)  0.657
N (-3.0234, -0.1814, -2.7256)  -0.501
C (-1.6422, -0.7116, -2.7599)  -0.326
I (-0.2120, -0.1501, -4.3556)  0.084
C (-1.1726, -1.7618, -1.6108)  -0.144
C (-2.2001, -2.2296, -0.3972)  0.140
C (-1.8069, -3.2949, 0.7845)  -0.315
Cl (-2.4633, -5.0509, 0.6726)  -0.195
C (-0.9205, -2.9919, 1.9528)  0.256
C (-0.2644, -1.4907, 2.1827)  -0.709
Cl (-0.5274, -4.3563, 3.1850)  -0.177
C (-3.7007, -1.5077, -0.5629)  0.772
C (-4.8121, -1.8941, 0.5758)  -1.018
H (-1.4662, 3.4312, -2.8987)  0.129
H (-0.1592, 4.7571, -3.1976)  0.273
H (-0.1286, 3.2060, -4.3023)  0.112
H (-1.4253, 5.8248, -4.9229)  0.278
H (-2.9263, 4.9168, -4.2283)  0.266
H (-1.5218, 2.9185, -6.2293)  0.261
H (-1.5189, 4.6392, -7.0095)  0.292
H (-4.3091, 4.6140, -6.0765)  0.350
H (-3.7026, 4.1163, -7.8159)  0.333
H (-4.6199, 1.9539, -7.5134)  0.253
H (-3.3591, 1.6046, -6.1572)  0.239
H (-5.3549, 3.2145, -4.6383)  0.353
H (-6.5003, 2.4373, -5.9361)  0.280
H (-4.6266, 0.1878, -4.8620)  0.229
H (-6.5682, 0.3112, -4.7230)  0.319
H (-6.3294, 1.8793, -2.6133)  0.343
H (-4.4556, 2.0362, -2.7366)  0.168
H (-5.4959, 0.4461, -0.7802)  0.379
H (-6.0458, -0.8529, -2.0577)  0.327
H (-0.0723, -2.1871, -1.6474)  0.299
H (-0.7697, -0.6632, 1.5128)  0.278
H (-0.4184, -1.2425, 3.3284)  0.297
H (0.9146, -1.5470, 2.0286)  0.199
H (-5.8950, -1.5016, 0.3847)  0.322
H (-4.8989, -3.0845, 0.6108)  0.305
H (-4.4910, -1.4904, 1.6423)  0.285
C (4.3744, -3.4231, 5.1368)  -1.637
C (4.2411, -1.8874, 5.2342)  1.382
C (5.4313, -1.3097, 6.0441)  -1.270
C (6.7810, -1.3478, 5.3354)  -0.609
C (6.6787, -1.2941, 3.8162)  -1.310
C (5.3682, -0.6691, 3.2730)  1.640
N (4.2319, -1.4207, 3.8350)  0.479
O (3.0003, -0.9582, 3.3954)  -0.676
C (5.3940, -0.8735, 1.7338)  -1.852
C (5.3605, 0.8507, 3.5547)  -1.594
C (2.9695, -1.5867, 6.0794)  -1.683
H (3.5251, -3.8610, 4.6024)  0.363
H (4.4079, -3.8849, 6.1313)  0.366
H (5.2828, -3.7242, 4.6071)  0.341
H (5.2155, -0.2677, 6.3110)  0.337
H (5.5276, -1.8349, 7.0061)  0.529
H (7.3902, -0.5095, 5.6960)  0.326
H (7.3246, -2.2558, 5.6216)  0.331
H (7.5539, -0.7637, 3.4185)  0.512
H (6.7693, -2.3200, 3.4363)  0.334
H (5.3542, -1.9391, 1.4768)  0.416
H (6.3149, -0.4657, 1.2983)  0.386
H (4.5538, -0.3750, 1.2360)  0.349
H (6.2349, 1.3308, 3.0959)  0.386
H (5.3887, 1.0894, 4.6219)  0.318
H (4.4755, 1.3389, 3.1330)  0.347
H (3.0568, -2.0229, 7.0832)  0.389
H (2.0647, -2.0134, 5.6334)  0.280
H (2.8173, -0.5083, 6.2065)  0.395

charge = 0
E = -67320.6922 eV
HOMO = -4.29 eV

No. 5
This record from OMol25 describes C5H6INO2S in the gas phase. The level of theory is ωB97M-V/def2-TZVPD.

Last column: natural (NBO) charge in e.
Positions of all 16 atoms, in Å:
C (-0.5837, -0.2923, 0.1585)  -0.344
C (0.6039, 0.2796, -0.1171)  0.055
C (-1.7870, 0.2161, -0.3385)  0.889
C (-0.8068, -1.5082, 1.0330)  -0.602
C (1.9255, -0.1100, 0.3911)  -0.706
N (-0.8755, 1.8127, -1.7332)  -1.056
O (-2.9374, 0.1915, -0.4314)  -0.386
O (0.4382, 2.8043, 0.1173)  -0.954
S (0.5895, 1.9271, -1.0390)  1.414
I (-0.7654, 0.6722, -3.4057)  0.251
H (0.1412, -1.8997, 1.3930)  0.229
H (-1.3203, -2.2855, 0.4664)  0.231
H (-1.4215, -1.2420, 1.8904)  0.233
H (2.7071, 0.2554, -0.2739)  0.246
H (2.0130, -1.1849, 0.5258)  0.231
H (2.0793, 0.3635, 1.3632)  0.268

charge = 0
E = -29799.5720 eV
ΔE to the lowest compared entry with this formula, charge and spin = 183.0 kJ/mol
HOMO = -8.47 eV

No. 6
This record from OMol25 describes C8H17NO2S in the gas phase. The level of theory is ωB97M-V/def2-TZVPD.

Last column: natural (NBO) charge in e.
Positions of all 29 atoms, in Å:
C (-1.2021, -1.9286, 3.5265)  -0.618
C (-0.1120, -0.9319, 2.9649)  -0.393
C (-0.4368, 0.0270, 1.8374)  -0.396
C (-0.5444, -0.7319, 0.5098)  -0.210
N (-0.7674, 0.1767, -0.5145)  -0.661
C (0.3533, 1.0010, -0.7543)  -0.081
C (1.6193, 0.4421, -1.2088)  -0.405
C (1.3020, -0.0758, -2.6737)  -0.689
S (0.0300, 0.9652, -3.2923)  2.131
O (0.4677, 1.6587, -4.4879)  -0.905
O (-1.3559, 0.4166, -3.1382)  -0.944
C (-0.1365, 1.9578, -1.8495)  -0.686
H (-2.1328, -1.3729, 3.9221)  0.198
H (-1.5599, -2.4368, 2.6329)  0.207
H (-0.7351, -2.4284, 4.3647)  0.220
H (0.6303, -1.4808, 2.4295)  0.186
H (0.4558, -0.5357, 3.8607)  0.198
H (-1.2326, 0.6193, 2.1370)  0.211
H (0.4794, 0.7757, 1.7866)  0.182
H (0.3689, -1.3940, 0.2816)  0.138
H (-1.3997, -1.3676, 0.5875)  0.204
H (-1.1182, -0.1626, -1.4759)  0.408
H (0.4536, 1.6146, 0.0805)  0.210
H (2.2678, 1.4008, -1.4371)  0.222
H (1.9733, -0.2436, -0.5231)  0.234
H (0.9564, -1.1257, -2.6476)  0.254
H (2.0647, -0.0323, -3.3824)  0.256
H (-1.2484, 2.3100, -1.9553)  0.291
H (0.5592, 2.8832, -1.5811)  0.237

SMILES = CCCCN[C@H]1CCS(=O)(=O)C1
charge = 0
E = -24988.6361 eV
ΔE to the lowest compared entry with this formula, charge and spin = 332.7 kJ/mol
HOMO = -8.81 eV